No. 1
{
  "formula": "C26H21CrIN3O6S",
  "method": "ωB97M-V/def2-TZVPD",
  "elements": ["H", "H", "C", "C", "H", "H", "O", "C", "C", "C", "N", "C", "H", "I", "H", "C", "H", "C", "C", "H", "C", "H", "H", "N", "C", "C", "C", "H", "H", "H", "C", "O", "C", "H", "H", "C", "Cr", "C", "H", "C", "C", "H", "C", "H", "C", "O", "C", "O", "O", "O", "C", "C", "H", "H", "H", "N", "S", "C", "C"],
  "coordinates": [[-1.043963, 0.959203, 4.099122], [0.939237, -1.910297, -0.055178], [5.066437, 0.336703, 0.685622], [-0.491763, -4.941797, 0.156722], [5.130837, 0.530603, 4.056622], [-3.141863, 1.491403, 5.046222], [-1.322363, 1.813203, -0.426378], [1.605937, 1.218903, -4.726978], [-1.509163, 0.689903, 3.153022], [4.726537, 0.464103, 3.057622], [-1.029563, -2.185097, 0.483422], [0.173937, -2.653397, 0.102922], [2.877337, 1.289003, -3.006478], [-3.925563, -2.621797, 1.195922], [2.266337, 0.106303, -0.752578], [1.358637, 0.245903, 1.422722], [0.993437, 1.672603, -1.420678], [3.363437, 0.428703, 2.863722], [-5.002763, 1.575303, 4.011722], [-6.715863, 1.585503, 2.711922], [2.701537, 0.865103, -5.685078], [0.093737, 1.245803, -6.238378], [2.549237, 1.340403, -6.650478], [-0.702063, 0.300203, 2.197022], [-5.663763, 1.363003, 2.797022], [5.579637, 0.424903, 1.961622], [-1.739663, -4.485897, 0.533622], [-2.539463, -5.177897, 0.745422], [-1.781163, 1.519703, -4.619578], [3.675537, 1.150903, -5.296378], [-1.969063, -3.120097, 0.658022], [-3.000763, 0.100703, 0.763722], [2.816537, 0.317103, 1.582422], [2.702937, -0.214297, -5.842878], [6.647737, 0.472503, 2.112322], [1.863737, 1.367303, -3.368578], [-1.189763, -0.092797, 0.364122], [3.688937, 0.261303, 0.481122], [1.477637, -4.251597, -0.395678], [-2.907863, 0.852103, 3.019622], [-3.659563, 1.325803, 4.113422], [-0.284163, -5.995397, 0.057022], [0.482837, -3.981597, -0.084078], [2.680737, 0.480003, 3.694422], [-0.755163, 1.486603, -4.289078], [3.246337, 0.135403, -0.784478], [-0.481663, 1.580703, -2.936278], [0.819737, 0.068403, 0.253622], [-3.014963, 1.820203, -2.210478], [-1.723363, -0.191697, -1.637078], [0.293237, 1.329503, -5.179478], [-4.980063, 0.870803, 1.716722], [-5.470663, 0.679303, 0.773922], [-5.551963, 1.949003, 4.861022], [5.709837, 0.314403, -0.180378], [0.609437, 0.343703, 2.491922], [-1.770563, 1.293203, -1.745378], [0.821137, 1.555003, -2.478478], [-3.594063, 0.603203, 1.785022]],
  "forces_ev_per_angstrom": [[0.0, -0.1, -0.1], [-0.1, 0.0, 0.0], [-0.1, -0.1, -0.1], [0.1, 0.6, 0.0], [0.0, 0.0, 0.1], [0.0, 0.1, 0.2], [0.7, -0.4, 0.2], [-0.1, 0.0, 0.0], [0.9, -0.3, -0.4], [0.0, 0.0, 0.2], [0.3, -0.6, -0.4], [0.5, 0.0, -0.1], [0.1, 0.1, 0.1], [-0.1, -0.5, 0.1], [0.1, 0.0, 0.0], [-0.9, 0.0, 1.2], [0.1, 0.0, 0.0], [0.1, 0.0, -0.1], [-0.1, 0.1, 0.1], [-0.1, 0.0, 0.0], [0.0, 0.0, 0.0], [-0.1, 0.0, -0.1], [0.0, 0.0, -0.1], [-1.9, 0.6, 0.4], [0.2, -0.1, 0.1], [-0.1, 0.0, -0.1], [0.2, -0.1, 0.0], [-0.1, 0.0, 0.0], [-0.1, 0.0, -0.1], [0.1, 0.0, 0.0], [-0.5, 0.1, 0.3], [1.4, -0.3, -1.1], [0.3, 0.0, -0.2], [0.1, 0.0, -0.1], [0.1, 0.0, 0.0], [-0.1, 0.0, -0.1], [-1.2, 0.4, 0.0], [-0.1, 0.0, 0.4], [0.1, 0.0, 0.0], [-1.1, 0.0, -0.7], [0.2, -0.1, -0.1], [0.0, -0.1, 0.0], [-0.2, -0.3, 0.1], [-0.1, 0.0, 0.1], [-0.2, 0.1, 0.0], [-0.1, 0.0, -0.2], [-0.1, -0.1, 0.4], [0.0, 0.0, -0.8], [0.2, 0.0, -0.1], [0.2, -0.5, 0.8], [0.0, 0.0, 0.1], [0.3, -0.1, -0.2], [0.0, 0.0, -0.1], [0.0, 0.0, 0.1], [0.1, 0.0, -0.1], [2.0, 0.0, 0.3], [-0.5, 0.8, -1.5], [0.2, 0.2, 0.1], [-0.4, 0.6, 1.8]],
  "lowdin_spin": [0.000, 0.000, 0.000, -0.001, 0.000, 0.000, -0.004, 0.000, -0.005, 0.000, -0.002, 0.000, 0.000, 0.000, 0.000, -0.001, 0.000, -0.001, -0.006, 0.000, 0.000, 0.000, 0.000, -0.011, -0.001, -0.001, 0.000, 0.000, 0.000, 0.000, -0.001, 0.020, -0.001, 0.000, 0.000, 0.000, 0.984, -0.001, 0.000, -0.005, 0.001, 0.000, 0.001, 0.000, 0.000, 0.000, 0.000, 0.009, 0.001, 0.020, 0.000, -0.004, 0.000, 0.000, 0.000, 0.004, 0.000, 0.000, 0.002],
  "e_lumo_ev": [-1.23, -0.66],
  "s2": 0.761,
  "e_tot_ev": -91416.4210,
  "gap_ev": [6.652, 7.186],
  "molar_mass_da": 682.4,
  "spin_multiplicity": 2,
  "homo_ev": [-7.881, -7.846],
  "largest_force_ev_per_a": 2.05,
  "e_above_lowest_kcal_mol": 20.5
}

No. 2
{
  "formula": "C24H37BrClN2O11",
  "method": "ωB97M-V/def2-TZVPD",
  "elements": ["H", "H", "O", "C", "H", "C", "H", "H", "H", "H", "H", "C", "C", "H", "H", "H", "H", "O", "H", "C", "H", "H", "O", "C", "C", "N", "O", "H", "C", "C", "C", "N", "C", "H", "Cl", "H", "H", "H", "C", "H", "C", "C", "H", "H", "O", "H", "H", "C", "H", "C", "Br", "H", "C", "O", "H", "O", "O", "C", "H", "H", "O", "H", "C", "O", "H", "O", "C", "H", "H", "C", "C", "H", "C", "H", "C", "H"],
  "coordinates": [[-0.767933, 4.246905, 1.840663], [2.792426, -4.000980, 3.387825], [-2.218293, 2.788787, -3.640488], [-0.305342, 0.688227, 0.693073], [-2.903445, -0.376133, -6.965182], [-1.572186, -0.009882, 1.363221], [-2.162830, -2.557007, 3.626603], [1.813373, -4.464708, -0.172515], [0.348013, -3.571838, 0.297467], [-2.786675, 1.566017, 1.695135], [3.933782, 3.729493, 0.458040], [3.421854, 2.714065, 0.645145], [3.016151, -1.975324, -0.095347], [-1.041959, -4.759500, 2.045956], [1.982957, 5.239986, -1.054914], [3.140393, -4.976568, 1.974522], [2.894582, 2.455821, -1.489133], [-1.377566, -1.150563, 1.869965], [-3.457858, 0.447125, 0.611179], [-1.810252, -0.361735, -6.981476], [2.078175, 1.264270, -0.362556], [-0.796100, -1.168576, -4.224309], [-3.234290, -7.905075, 3.855800], [1.436714, -3.523916, 0.240018], [-2.810297, -6.814822, 3.617285], [-2.919603, 0.566426, 1.485909], [-2.081558, -6.495785, 2.509213], [-2.540053, -0.924065, -4.474945], [2.061380, -3.151310, 1.552662], [0.195626, 4.813193, 2.061188], [-2.741722, -3.332963, 4.132357], [1.176210, 3.282979, -0.552090], [-2.134959, -4.701139, 3.915208], [5.259751, 1.916809, -0.411875], [-1.216887, 6.647389, -0.475934], [-1.442198, -1.385061, -7.079662], [1.133198, 6.529903, 1.004432], [-2.776374, -3.100926, 5.200049], [4.601740, 1.608486, 0.470417], [0.529357, -0.092491, 0.554299], [-1.997577, -5.076713, 2.467935], [-0.581417, 1.309038, -0.776999], [5.207807, 1.471449, 1.432390], [-1.886210, 3.702344, -1.772855], [3.256190, -2.485790, 1.141468], [-2.017918, 4.006932, 0.027561], [1.487910, -4.936600, 2.633467], [-1.256737, 0.305608, -5.741819], [0.096749, 1.502857, 1.390509], [-1.269241, 3.907964, -0.822798], [2.760955, 2.517050, 2.511537], [-1.675938, 1.291718, -1.088501], [-1.923133, 1.755354, -4.173702], [3.738124, -1.201725, -0.662192], [0.092891, 0.832238, -1.580680], [0.491735, 4.948415, 3.280291], [-2.992946, -5.723769, 4.414289], [1.227011, 5.387130, 0.990554], [-3.773971, -3.298269, 3.773173], [-0.083971, 5.379902, -2.262256], [-1.584548, 0.617435, -3.506152], [-0.180530, 0.478333, -5.854360], [-0.331450, 5.200931, -1.158947], [1.850448, -2.456564, -0.609099], [2.301576, 5.169927, 1.345116], [-1.885571, 1.567958, -5.517568], [-0.083106, 2.849325, -0.700645], [-1.519692, 0.199141, -7.873112], [1.442465, -2.430395, 2.099319], [-1.562700, -0.432422, -4.471449], [2.380073, -4.339101, 2.433910], [4.108456, 0.602364, 0.191614], [1.086942, 4.782756, -0.489217], [-1.175770, -4.776963, 4.440379], [2.344430, 2.363010, -0.477354], [-2.808637, -4.696384, 1.838988]],
  "forces_ev_per_angstrom": [[1.0, 0.7, -0.3], [-0.1, 0.0, -0.1], [0.3, -0.6, -0.1], [0.0, -0.1, -0.5], [0.1, -0.1, 0.2], [0.7, -3.8, 1.6], [0.0, -0.1, 0.0], [0.1, 0.0, 0.1], [0.1, 0.2, -0.1], [-0.5, -0.4, -0.4], [-1.3, -1.3, 0.7], [1.7, -0.8, -1.1], [0.5, 0.1, 0.0], [0.0, -0.2, 0.0], [-1.5, -0.9, 0.6], [-0.2, 0.0, -0.1], [-0.8, -0.1, 1.5], [-0.5, 3.9, -2.1], [0.3, 0.1, 0.7], [-0.1, 0.4, -0.3], [-0.2, 1.7, -0.1], [-0.1, 0.2, 0.1], [0.4, 0.8, -0.2], [-0.6, -0.4, -0.1], [-0.5, -1.0, 0.4], [2.1, 0.4, -0.7], [-0.2, -0.1, 0.3], [0.0, 0.1, -0.1], [-0.2, -0.9, 0.9], [2.0, 0.6, 3.9], [-0.2, 0.1, 0.4], [-4.8, -0.6, -0.2], [-0.2, 1.1, 0.2], [-0.8, -0.4, 1.3], [1.1, -0.7, -0.5], [0.0, 0.1, 0.1], [0.0, -1.7, -0.3], [0.1, 0.0, -0.1], [-0.8, -0.2, -0.3], [-1.5, 1.0, 0.6], [0.3, 0.1, -0.4], [1.7, 1.6, 0.4], [-0.9, 0.4, -1.5], [1.0, -0.2, 1.5], [-0.1, 0.6, -1.0], [1.5, -0.1, -0.8], [0.0, 0.1, 0.0], [0.0, -0.8, -1.0], [-0.6, -1.1, -0.8], [2.3, 0.6, -2.2], [0.0, 0.3, -1.1], [1.7, 0.1, 0.4], [-0.2, 0.5, -0.4], [-0.7, -0.5, 0.2], [-1.3, 0.4, 1.3], [-1.3, -0.4, -4.4], [0.2, -0.5, -0.5], [0.3, -0.7, 0.1], [0.1, -0.1, -0.1], [-1.0, -0.4, 1.5], [-0.2, 0.7, -0.1], [-0.1, 0.0, 0.1], [0.0, -1.2, 0.5], [0.5, 0.5, 0.0], [-1.8, 0.2, -0.2], [0.0, 0.4, 1.2], [-1.6, -1.7, 0.0], [0.1, -0.1, 0.1], [0.0, 0.0, -0.1], [0.2, -0.8, 0.1], [0.4, 0.1, 0.3], [1.0, 1.6, 0.6], [1.2, 3.1, 0.8], [0.0, -0.1, -0.1], [2.0, 0.2, -0.2], [0.0, 0.1, 0.2]],
  "lowdin_charge": [0.116, 0.094, 0.136, -0.080, 0.098, -0.376, 0.058, 0.149, 0.132, 0.081, 0.112, -0.665, -0.533, 0.115, 0.174, 0.100, 0.171, 0.032, 0.100, -0.012, 0.120, 0.146, 0.171, -0.101, -0.535, 0.106, 0.064, 0.147, -0.340, -0.227, -0.017, 0.022, -0.344, 0.098, 0.642, 0.097, 0.128, 0.090, -0.140, 0.117, -0.114, -0.066, 0.087, 0.112, 0.101, 0.126, 0.084, -0.335, 0.094, -0.097, 0.744, 0.116, -0.519, 0.123, 0.135, -0.015, 0.092, -0.123, 0.097, 0.134, 0.023, 0.163, -0.533, 0.054, 0.102, 0.108, -0.079, 0.093, 0.155, -0.092, -0.006, 0.054, -0.228, 0.159, -0.140, 0.144],
  "e_lumo_ev": -4.03,
  "total_charge": 1,
  "e_tot_ev": -133547.1388,
  "gap_ev": 8.341,
  "molar_mass_da": 644.9,
  "homo_ev": -12.373,
  "largest_force_ev_per_a": 4.80
}

No. 3
{
  "formula": "C3H6N2O",
  "method": "ωB97M-V/def2-TZVPD",
  "elements": ["H", "O", "C", "N", "H", "N", "H", "H", "H", "H", "C", "C"],
  "coordinates": [[-0.370043, 1.414022, -0.457293], [1.709595, -0.923658, 0.157972], [-1.879896, -0.478603, 0.849054], [1.773281, 1.187498, -1.177297], [1.449488, 1.776864, -1.958642], [0.513728, 0.005964, 0.432262], [-0.279678, -1.987041, 0.495406], [2.153053, -0.454958, -0.484656], [-2.206823, 0.604022, 1.197130], [-2.803157, -1.096747, 1.144529], [-0.675408, -0.847035, 0.472445], [0.615861, 0.799673, -0.670910]],
  "forces_ev_per_angstrom": [[1.4, -0.5, -2.3], [-3.4, -1.9, 4.5], [-3.0, 2.2, 2.0], [-3.8, -1.1, -0.7], [0.8, 0.3, 0.4], [2.5, -3.6, -1.9], [-1.4, 2.8, -0.5], [2.0, 1.9, -2.5], [1.4, -1.9, -1.2], [2.1, 0.2, -1.1], [2.1, -3.1, 1.3], [-0.5, 4.8, 2.0]],
  "lowdin_charge": [0.164, -0.036, -0.035, 0.089, 0.058, -0.075, 0.167, -0.025, 0.095, 0.080, -0.199, -0.284],
  "e_lumo_ev": 0.66,
  "e_tot_ev": -8231.0623,
  "smiles": "[H]/N=C/N(O)C=C",
  "gap_ev": 10.212,
  "molar_mass_da": 86.1,
  "homo_ev": -9.548,
  "largest_force_ev_per_a": 5.95,
  "e_above_lowest_kcal_mol": 130.0
}

No. 4
{
  "formula": "C11H13N4O5Pr",
  "method": "ωB97M-V/def2-TZVPD",
  "elements": ["H", "N", "H", "C", "O", "C", "H", "C", "H", "H", "H", "C", "Pr", "C", "H", "N", "O", "O", "N", "C", "H", "C", "C", "C", "O", "O", "H", "H", "C", "C", "H", "H", "N", "H"],
  "coordinates": [[0.336407, -2.041496, 2.729089], [0.574055, -1.029257, 4.580084], [2.931028, 0.499449, 1.945009], [2.463579, 1.055473, 4.507059], [3.260843, 0.005535, -2.407631], [2.257781, 0.009170, -1.832062], [-0.950444, -0.835915, 3.121294], [-0.178855, -2.598014, -0.522729], [3.028508, 1.833848, 3.983447], [2.731879, 1.012846, 5.573645], [0.729650, 0.289058, 6.191952], [0.134986, -1.042165, 3.158219], [0.170415, -0.003294, -0.209726], [0.597601, 0.024168, -4.156178], [2.590891, -1.269222, 2.074424], [0.857890, 0.002467, 2.315826], [0.913735, 0.028927, -5.269984], [-3.386038, -0.021616, 0.819955], [1.026848, 1.353857, 4.419577], [-2.293345, -0.007808, 0.450811], [2.311342, -1.182845, 5.724733], [2.361489, -0.272714, 2.494942], [0.327785, 0.298257, 5.165646], [2.020729, -1.265679, 4.665968], [-0.404003, 3.736996, -0.625352], [-0.323632, -3.743597, -0.551695], [-0.498975, 1.541389, 2.965010], [2.250302, -2.258436, 4.264213], [-0.208834, 2.601483, -0.565640], [0.587928, 1.343220, 3.000301], [-1.283197, -0.029290, -1.866979], [1.123497, 2.137228, 2.446188], [2.775157, -0.251501, 3.912862], [-0.748303, 0.500279, 5.154819]],
  "forces_ev_per_angstrom": [[0.0, 0.4, 0.2], [-0.2, 0.2, -1.1], [-0.2, -0.2, 0.2], [0.0, 0.2, -0.3], [-4.4, 0.0, 2.4], [5.4, 0.0, -2.9], [0.4, -0.1, 0.0], [-0.8, -5.9, -0.2], [0.0, -0.1, 0.2], [0.1, 0.2, -0.5], [-0.5, 0.1, -0.3], [0.3, -0.1, 1.0], [0.1, 0.2, -0.3], [1.3, 0.0, -4.4], [-0.1, 0.3, 0.2], [0.1, 0.0, 0.5], [-1.3, 0.0, 4.3], [4.1, 0.0, -1.6], [-0.2, -0.2, -1.1], [-4.9, 0.0, 1.8], [0.0, -0.3, -0.4], [0.1, 0.0, 0.8], [-0.3, 0.0, -0.2], [0.0, -0.2, -0.3], [0.8, -4.8, 0.2], [0.6, 5.0, 0.0], [0.4, -0.1, 0.0], [0.0, 0.1, 0.2], [-1.0, 5.6, -0.4], [0.3, 0.0, 0.9], [0.5, 0.0, 1.4], [-0.1, -0.3, 0.3], [-0.5, 0.0, -0.9], [0.1, 0.0, 0.2]],
  "lowdin_spin": [0.000, -0.001, 0.000, 0.000, 0.001, -0.002, 0.000, -0.005, 0.000, 0.000, 0.000, 0.000, 2.100, -0.005, 0.000, -0.011, 0.000, -0.001, -0.001, -0.009, 0.000, 0.000, 0.000, 0.000, 0.000, 0.000, 0.000, 0.000, -0.005, 0.000, -0.061, 0.000, 0.000, 0.000],
  "e_lumo_ev": [-9.50, -9.38],
  "s2": 2.041,
  "total_charge": 2,
  "e_tot_ev": -41864.0646,
  "gap_ev": [5.648, 5.771],
  "molar_mass_da": 422.2,
  "spin_multiplicity": 3,
  "homo_ev": [-15.152, -15.155],
  "largest_force_ev_per_a": 6.11,
  "e_above_lowest_kcal_mol": 0.0
}